Below is C29H26AuI2O2P as an isolated structure, with properties calculated with the ωB97M-V functional and the def2-TZVPD basis.

The total energy is -2343.07392 Eh. Its charge is +2. As for the energy above the lowest of the compared OMol25 structures with the same formula, charge and spin: 0.0 kcal per mole. For the orbital gap, the calculation gives 6.42 eV.

XYZ file:
```
61
Properties=species:S:1:pos:R:3:forces:R:3
Au -2.33184 -1.97634 -0.53843 -0.4 0.2 0.2
O -1.93482 -2.80004 2.45532 0.0 1.4 -0.2
C -1.95159 -1.67213 2.32962 0.1 -0.8 0.2
C -1.91315 -0.27036 2.58457 0.0 -1.1 -0.3
C -1.77591 -0.01652 3.95556 0.0 0.4 0.4
C -1.67930 1.30286 4.36334 0.0 -0.2 -0.1
C -1.69506 2.30512 3.40319 0.0 0.0 -0.1
C -1.81946 2.01811 2.04213 0.0 0.1 0.0
C -1.94676 0.71841 1.59299 -0.1 0.0 -0.2
P -2.13904 0.32462 -0.20688 0.3 0.1 0.2
C -3.53526 1.28439 -0.79096 -0.2 0.0 0.0
C -4.68834 0.60995 -1.18634 0.0 0.0 0.0
C -5.78598 1.31925 -1.65367 0.0 0.0 0.0
C -5.73872 2.70160 -1.72168 0.1 0.1 0.0
C -4.58952 3.38411 -1.32990 -0.1 -0.1 0.0
C -3.49391 2.68093 -0.86814 0.2 0.1 -0.1
C -0.63750 1.05403 -0.89747 0.0 -0.1 0.0
C 0.57700 0.93985 -0.21945 0.0 0.0 0.0
C 1.74178 1.40999 -0.80268 0.0 0.0 0.0
C 1.70122 1.98744 -2.06645 0.0 0.0 0.0
C 0.49800 2.09421 -2.74773 -0.1 0.0 0.0
C -0.67493 1.63002 -2.16651 0.1 -0.1 -0.1
H -1.74874 -0.82693 4.67165 0.0 0.0 0.0
H -1.58688 1.53856 5.41336 0.0 0.0 0.0
H -1.60754 3.33747 3.71361 0.0 0.0 0.0
H -1.81199 2.83468 1.33255 0.0 0.0 0.0
H -4.72821 -0.47157 -1.13531 0.0 0.0 0.0
H -6.67115 0.78866 -1.97589 0.0 0.0 0.0
H -6.59301 3.25384 -2.08821 0.0 0.0 0.0
H -4.54734 4.46180 -1.40101 0.0 0.0 0.0
H -2.59278 3.22681 -0.61521 0.0 0.0 0.0
H 0.62876 0.47862 0.76021 0.0 0.0 0.0
H 2.68132 1.32017 -0.27308 0.0 0.0 0.0
H 2.61007 2.35866 -2.52045 0.0 0.0 0.0
H 0.46585 2.54322 -3.73076 0.0 0.0 0.0
H -1.60789 1.71195 -2.70803 0.0 0.0 0.0
C 6.55412 -1.09727 0.51921 -0.1 0.0 0.0
C 5.11884 -1.39939 0.19693 0.1 0.0 0.1
C 4.17800 -1.57459 1.20808 0.0 0.0 0.0
C 2.85108 -1.85638 0.93458 0.0 0.0 0.2
C 1.91114 -2.04092 2.09830 0.0 0.0 0.0
C 2.45181 -1.97630 -0.40995 -0.2 0.1 -0.3
C 1.07807 -2.22341 -0.79617 0.0 0.1 0.1
O 0.10113 -2.24587 -0.04109 0.0 -0.1 0.1
C 3.39186 -1.80010 -1.45344 0.0 0.0 -0.1
C 3.02268 -1.90006 -2.91697 0.0 0.0 0.1
C 4.70493 -1.51465 -1.12775 -0.1 0.0 0.0
H 6.73324 -1.09025 1.59187 0.0 0.0 0.0
H 6.84259 -0.12452 0.11893 0.0 0.0 0.0
H 7.21015 -1.84072 0.06550 0.0 0.0 0.0
H 4.49810 -1.50459 2.24061 0.0 0.0 0.0
H 2.47989 -2.08698 3.02441 0.0 0.0 0.0
H 1.31778 -2.94889 2.00121 0.0 0.0 0.0
H 1.21146 -1.20158 2.17241 0.0 0.0 0.0
H 0.89693 -2.38087 -1.86479 0.1 0.0 -0.1
H 2.27248 -1.16150 -3.20596 0.0 0.0 0.0
H 2.64082 -2.88815 -3.17614 0.0 0.0 0.0
H 3.90547 -1.72330 -3.52713 0.0 0.0 0.0
H 5.42925 -1.38652 -1.92300 0.0 0.0 0.0
I -3.73511 -4.28719 -0.62736 0.3 0.1 -0.1
I -6.14404 -3.33147 -0.07616 -0.1 0.1 0.0
```
Forces are in eV/Å.